Entry P
ORCA calculation (ωB97M-V/def2-TZVPD) on a structure of composition C4HN3O.

```
9
C4HN3O | the Open Molecules 2025 dataset | ωB97M-V/def2-TZVPD
C -1.7085 -0.3691 -0.0288
C -0.0597 1.0684 -0.1419
C 0.4019 -0.4847 -0.3044
C 1.8473 -0.6665 -0.1638
H 1.0021 1.8471 0.1225
N -1.2910 1.1498 -0.0288
N -0.5655 -1.3091 -0.4098
N 3.0808 -0.3771 0.4816
O -2.7074 -0.8589 0.4733
```

The calculation puts the gap between HOMO and LUMO at 8.95 eV. Its HOMO energy is -11.397 eV. Its net charge is 0.

Löwdin population analysis, charges in e, atoms 1 to 2: -0.337 -0.117

Entry Q
ORCA calculation (ωB97M-V/def2-TZVPD) on a structure of composition C4HN3O.

```
9
C4HN3O | the Open Molecules 2025 dataset | ωB97M-V/def2-TZVPD
C 1.5181 1.9425 0.5478
C 1.6666 0.7031 -1.4656
C -0.5364 1.5964 -0.6851
C 0.8394 1.2219 -0.4539
N 2.0601 2.3480 1.4713
N 2.2019 0.1128 -2.3029
N -1.6178 1.7081 -0.9806
O 0.4148 -0.4352 0.3067
H 0.3950 -0.9579 -0.4100
```

The calculation puts the gap between HOMO and LUMO at 9.88 eV. Its HOMO energy is -12.499 eV. Its net charge is 0.

Löwdin population analysis, charges in e, atoms 1 to 2: -0.146 -0.160

It is entry Q that is the most stable of them.